Formula: C16H23BN6O4S2TeV
Source: OMol25
Level of theory: ωB97M-V with the def2-TZVPD basis set

Results
- LUMO (alpha / beta) (eV) = 0.16 / 0.15
- gap between HOMO and LUMO (alpha / beta) (eV) = 7.590 / 6.986

ORCA input file:
```
! RIJCOSX wB97M-V def2-TZVPD def2/J DEFGRID3
* xyz 0 2
V -0.04 -0.09 0.47
C -0.29 2.14 -2.66
N 0.97 2.49 -2.05
C 2.17 2.71 -2.70
C 3.09 2.97 -1.75
N 2.47 2.91 -0.52
B 3.16 3.14 0.84
N 3.26 1.79 1.67
C 3.76 1.84 2.95
C 3.84 0.59 3.44
N 3.36 -0.25 2.46
C 3.23 -1.69 2.54
C 3.00 0.50 1.38
S 2.36 -0.24 -0.04
C 1.18 2.61 -0.72
S -0.02 2.34 0.49
H -0.16 2.14 -3.74
H -1.06 2.85 -2.38
H -0.61 1.14 -2.34
H 2.25 2.66 -3.77
H 4.14 3.19 -1.83
H 4.29 3.51 0.61
H 2.54 3.92 1.51
H 4.05 2.78 3.39
H 4.19 0.21 4.39
H 3.55 -2.01 3.53
H 3.84 -2.17 1.78
H 2.20 -1.98 2.37
C -3.65 1.96 0.30
C -3.46 0.50 0.12
N -2.32 -0.17 0.16
C -2.64 -1.48 -0.09
C -3.98 -1.61 -0.26
N -4.48 -0.35 -0.13
C -4.87 -2.76 -0.54
O -4.28 -3.92 -0.66
O -6.05 -2.57 -0.72
C -1.56 -2.48 -0.19
O -1.85 -3.67 -0.38
O -0.39 -1.98 -0.06
H -2.68 2.45 0.35
H -4.21 2.18 1.21
H -4.20 2.38 -0.54
H -5.47 -0.14 -0.23
H -3.29 -3.84 -0.50
C -1.48 1.72 3.51
Te -0.99 -0.31 3.11
C 0.54 -0.31 4.59
H -0.60 2.34 3.35
H -1.85 1.81 4.54
H -2.27 2.02 2.82
H 0.10 -0.17 5.57
H 1.25 0.49 4.37
H 1.04 -1.27 4.56
*
```



Formula: C16H23FN4O2
Source: OMol25
Level of theory: ωB97M-V with the def2-TZVPD basis set

Results
- SMILES string = CCN1CCN(c2cc(N3CCCC3)c([N+](=O)[O-])cc2F)CC1
- LUMO (eV) = 0.22
- gap between HOMO and LUMO (eV) = 7.965
- relative energy (zero: lowest compared OMol25 entry of this formula, charge and spin) (kcal per mole) = 0.0

ORCA input file:
```
! RIJCOSX wB97M-V def2-TZVPD def2/J DEFGRID3
* xyz 0 1
C 3.54 3.78 2.02
C 4.08 2.68 1.11
N 3.13 1.59 0.96
C 2.90 0.88 2.21
C 2.33 -0.51 1.92
N 1.47 -0.47 0.76
C 0.11 -0.43 0.79
C -0.61 -0.70 -0.37
C -2.01 -0.69 -0.46
N -2.63 -1.14 -1.57
C -3.99 -1.64 -1.63
C -4.00 -2.59 -2.82
C -2.99 -1.94 -3.75
C -1.90 -1.50 -2.77
C -2.72 -0.26 0.70
N -4.07 0.14 0.71
O -4.55 0.61 -0.32
O -4.69 0.06 1.76
C -2.02 -0.07 1.90
C -0.66 -0.16 1.95
F -0.07 0.11 3.15
C 2.19 -0.14 -0.45
C 3.45 0.68 -0.11
H 3.49 3.45 3.05
H 4.19 4.65 1.97
H 2.55 4.07 1.69
H 4.25 3.10 0.11
H 5.05 2.32 1.50
H 2.18 1.45 2.80
H 3.83 0.77 2.80
H 3.14 -1.21 1.70
H 1.79 -0.90 2.79
H -0.05 -1.00 -1.24
H -4.69 -0.81 -1.79
H -4.26 -2.13 -0.69
H -3.66 -3.58 -2.52
H -4.99 -2.68 -3.26
H -3.43 -1.07 -4.24
H -2.61 -2.62 -4.51
H -1.21 -2.34 -2.58
H -1.32 -0.65 -3.14
H -2.57 0.21 2.78
H 2.48 -1.05 -1.00
H 1.55 0.47 -1.08
H 3.74 1.25 -0.99
H 4.30 0.01 0.14
*
```



Formula: C16H23N2O6
Source: OMol25
Level of theory: ωB97M-V with the def2-TZVPD basis set

Results
- LUMO (eV) = -5.63
- gap between HOMO and LUMO (eV) = 7.062

ORCA input file:
```
! RIJCOSX wB97M-V def2-TZVPD def2/J DEFGRID3
* xyz 1 1
C 0.13 0.73 -2.33
C 0.18 0.05 -1.19
N 0.06 -0.70 0.11
C -0.17 -2.12 -0.06
C -0.36 -2.97 1.29
C -0.27 -2.05 2.57
C -0.45 -2.69 4.05
C 0.28 -3.84 4.54
C 0.02 -0.50 2.47
N 0.17 0.09 1.18
H -0.23 1.40 -3.19
H -0.20 -2.62 -1.12
H -0.58 -4.10 1.27
H -1.17 -2.15 4.77
H 0.87 -3.70 5.54
H 0.28 -4.88 4.02
H 0.08 0.12 3.44
C -4.33 2.04 -0.71
C -3.81 1.01 -1.69
O -4.88 0.34 -2.35
C -5.48 1.03 -3.34
O -5.18 2.14 -3.72
O -6.49 0.28 -3.83
C -7.27 0.94 -4.82
H -5.04 1.59 -0.01
H -3.51 2.49 -0.14
H -4.86 2.85 -1.23
H -3.24 0.25 -1.15
H -3.12 1.46 -2.42
H -6.65 1.33 -5.63
H -7.85 1.74 -4.36
H -7.96 0.21 -5.25
C 6.76 2.59 0.78
C 7.19 1.14 0.90
O 6.20 0.38 1.61
C 5.11 0.03 0.90
O 4.90 0.30 -0.26
O 4.28 -0.64 1.71
C 3.03 -0.98 1.11
H 6.52 3.01 1.76
H 7.55 3.19 0.32
H 5.86 2.69 0.16
H 8.11 1.09 1.48
H 7.39 0.70 -0.08
H 3.18 -1.52 0.16
H 2.44 -0.08 0.95
H 2.49 -1.64 1.79
*
```



Formula: C16H23N3O2S2
Source: OMol25
Level of theory: ωB97M-V with the def2-TZVPD basis set

Results
- SMILES string = C[C@@H]1CCc2sc(C(=O)NNC(=S)NC[C@H]3CCCO3)cc2C1
- LUMO (eV) = 0.03
- gap between HOMO and LUMO (eV) = 8.197
- relative energy (zero: lowest compared OMol25 entry of this formula, charge and spin) (kcal per mole) = 35.7

ORCA input file:
```
! RIJCOSX wB97M-V def2-TZVPD def2/J DEFGRID3
* xyz 0 1
C 6.27 1.44 0.54
C 5.25 0.31 0.42
C 5.27 -0.30 -0.98
C 4.39 -1.56 -1.03
C 3.08 -1.27 -0.40
S 1.70 -2.29 -0.61
C 0.74 -1.26 0.42
C -0.66 -1.52 0.75
O -1.32 -0.77 1.45
N -1.19 -2.65 0.19
N -2.48 -3.07 0.44
C -3.59 -2.37 0.05
S -5.05 -2.83 0.67
N -3.43 -1.43 -0.90
C -4.48 -0.50 -1.25
C -4.58 0.65 -0.26
C -3.28 1.44 -0.06
C -3.79 2.81 0.38
C -5.27 2.81 -0.05
O -5.50 1.61 -0.76
C 1.48 -0.20 0.88
C 2.81 -0.21 0.41
C 3.85 0.82 0.74
H 6.07 2.22 -0.19
H 7.28 1.07 0.37
H 6.24 1.88 1.53
H 5.51 -0.47 1.14
H 6.29 -0.56 -1.27
H 4.89 0.43 -1.70
H 4.26 -1.89 -2.07
H 4.88 -2.37 -0.50
H -0.61 -3.26 -0.37
H -2.63 -3.62 1.28
H -2.48 -1.11 -1.07
H -5.42 -1.05 -1.27
H -4.27 -0.10 -2.25
H -4.93 0.26 0.71
H -2.62 0.97 0.68
H -2.75 1.52 -1.01
H -3.24 3.62 -0.09
H -3.71 2.93 1.46
H -5.93 2.85 0.83
H -5.53 3.63 -0.72
H 1.06 0.55 1.53
H 3.77 1.10 1.79
H 3.65 1.73 0.15
*
```



Formula: C16H23N3O3
Source: OMol25
Level of theory: ωB97M-V with the def2-TZVPD basis set

Results
- SMILES string = Cc1cccc(NC(=O)C(=O)NCCCN2CCOCC2)c1
- LUMO (eV) = 0.58
- gap between HOMO and LUMO (eV) = 8.749
- relative energy (zero: lowest compared OMol25 entry of this formula, charge and spin) (kcal per mole) = 34.3

ORCA input file:
```
! RIJCOSX wB97M-V def2-TZVPD def2/J DEFGRID3
* xyz 0 1
C -5.88 -1.43 -1.95
C -5.33 -0.94 -0.64
C -6.05 -1.14 0.53
C -5.54 -0.69 1.74
C -4.33 -0.04 1.79
C -3.61 0.17 0.62
N -2.38 0.83 0.71
C -1.50 1.17 -0.25
O -1.56 0.96 -1.45
C -0.30 1.91 0.37
O -0.21 2.08 1.57
N 0.56 2.32 -0.56
C 1.81 2.97 -0.28
C 3.00 2.07 -0.62
C 3.02 0.81 0.24
N 4.24 0.05 -0.01
C 4.76 -0.68 1.14
C 3.98 -1.97 1.42
O 3.97 -2.81 0.28
C 3.41 -2.15 -0.83
C 4.16 -0.85 -1.15
C -4.11 -0.28 -0.59
H -6.01 -2.51 -1.93
H -6.86 -0.98 -2.14
H -5.22 -1.17 -2.77
H -7.00 -1.65 0.50
H -6.10 -0.85 2.65
H -3.93 0.31 2.74
H -2.08 1.12 1.64
H 0.33 2.06 -1.52
H 1.87 3.90 -0.86
H 1.81 3.21 0.78
H 3.93 2.62 -0.45
H 2.96 1.80 -1.68
H 2.11 0.23 0.05
H 3.01 1.11 1.29
H 4.75 -0.03 2.01
H 5.80 -0.94 0.90
H 4.45 -2.54 2.22
H 2.94 -1.72 1.71
H 3.48 -2.85 -1.67
H 2.35 -1.93 -0.64
H 3.69 -0.34 -1.99
H 5.19 -1.10 -1.43
H -3.55 -0.12 -1.49
*
```



Formula: C16H23N3O4S
Source: OMol25
Level of theory: ωB97M-V with the def2-TZVPD basis set

Results
- LUMO (eV) = 0.13
- gap between HOMO and LUMO (eV) = 8.740
- relative energy (zero: lowest compared OMol25 entry of this formula, charge and spin) (kcal per mole) = 365.1

ORCA input file:
```
! RIJCOSX wB97M-V def2-TZVPD def2/J DEFGRID3
* xyz 0 1
C -6.35 -0.57 0.13
H -6.01 -1.52 -0.44
H -6.35 -0.65 1.09
C -5.24 0.41 -0.27
N -3.96 -0.18 0.04
S -3.37 -1.36 -0.62
O -3.51 -2.64 0.22
O -3.85 -1.19 -2.13
C -1.65 -0.73 -0.78
C -0.64 -1.46 0.10
C 0.57 -0.73 0.10
N 1.64 -1.26 0.64
C 2.73 -0.74 0.25
N 2.32 0.48 -0.51
C 0.95 0.17 -0.86
C -0.06 0.79 -1.40
C -1.24 0.17 -1.43
H -2.10 0.72 -1.99
H 0.37 1.78 -2.21
C 3.04 1.51 -1.00
C 2.84 2.75 -0.41
H 3.35 3.65 -0.62
H 3.23 2.74 0.76
H 1.78 3.10 -0.12
H 2.73 1.79 -2.39
H 4.21 1.21 -1.14
C 4.13 -0.87 0.81
H 4.61 0.46 0.89
C 4.87 -1.55 -0.08
H 4.65 -1.35 -1.14
H 4.85 -2.47 -0.07
C 6.38 -1.16 -0.26
O 6.86 0.00 0.14
O 7.18 -2.29 -0.44
H 8.10 -1.97 -0.39
H 4.16 -0.98 1.82
H -0.94 -2.26 0.53
C -3.70 0.01 1.87
C -2.79 1.19 2.00
H -2.69 1.25 3.15
H -1.75 0.99 1.61
H -3.38 2.17 1.97
H -4.72 0.01 2.21
H -3.27 -1.11 1.87
H -5.61 1.47 0.16
H -5.06 0.52 -1.34
H -7.27 -0.31 -0.30
*
```



We obtain E values of -3286.42907; -1092.73455; -1183.79965; -1734.62297; -1013.50457; -1486.36429 Ha for the records listed above, in that order.